{
  "formula": "C28H80N6O12",
  "method": "ωB97M-V/def2-TZVPD",
  "orbital_gap_ev": 9.107,
  "smiles": "NC(N)=O.NC(N)=O.NC(N)=O.CC(C)O.CC(C)O.CC(C)O.CC(C)O.CC(C)O.CC(C)O.CC(C)O.CC(C)O.CO",
  "symbols": ["H", "H", "H", "C", "C", "O", "H", "H", "H", "C", "O", "C", "C", "O", "H", "H", "H", "H", "H", "H", "O", "H", "O", "H", "H", "H", "H", "O", "N", "H", "H", "H", "H", "C", "N", "H", "C", "H", "H", "C", "C", "H", "H", "O", "H", "H", "H", "H", "H", "H", "H", "H", "H", "H", "H", "H", "C", "C", "N", "H", "H", "C", "H", "H", "N", "H", "H", "H", "O", "H", "H", "O", "H", "H", "C", "H", "C", "H", "H", "H", "H", "H", "H", "H", "O", "O", "H", "N", "H", "H", "H", "H", "C", "H", "C", "O", "H", "H", "H", "C", "H", "C", "C", "H", "H", "H", "C", "H", "H", "H", "H", "H", "H", "C", "C", "C", "C", "C", "H", "H", "H", "C", "C", "H", "C", "N"],
  "positions_angstrom": [[-19.9700, 10.1250, -9.8340], [-21.6350, 11.0240, -8.2320], [-19.9510, 12.7230, -5.6070], [-20.0880, 17.3040, -5.1440], [-14.2640, 11.4420, -6.8010], [-22.4190, 14.0540, -5.4740], [-14.8170, 14.0600, -0.6790], [-16.0810, 15.2140, -11.8200], [-18.1930, 13.1160, -8.7370], [-20.8210, 11.6380, -8.6030], [-19.5290, 15.7620, -3.6560], [-14.1880, 15.2250, -5.6260], [-16.4860, 14.2200, -2.6010], [-15.3730, 14.5560, -6.1190], [-13.2600, 15.1630, -7.3460], [-18.4410, 18.1960, -7.6080], [-19.9680, 11.7160, -7.9330], [-22.5220, 15.5730, -8.4330], [-20.3370, 19.4470, -8.4280], [-15.7940, 16.4590, -8.1840], [-13.0070, 10.1100, -8.0510], [-20.1260, 15.1650, -5.2540], [-19.5800, 11.7700, -10.5090], [-16.8880, 15.4950, -1.1050], [-17.5920, 14.7810, -12.5920], [-19.8490, 14.8540, -3.5010], [-13.4240, 11.8410, -6.2440], [-17.2830, 12.8590, -6.9840], [-17.1900, 10.5880, -9.9610], [-20.0870, 16.7800, -8.8740], [-12.5870, 16.2280, -6.2060], [-23.6060, 15.3000, -6.1920], [-17.1730, 11.2860, -7.6390], [-18.5600, 18.2620, -8.6570], [-14.0610, 15.6950, -4.4260], [-14.8580, 13.6810, -10.5140], [-22.9400, 14.5370, -6.5320], [-19.0870, 16.9730, -10.3150], [-18.9460, 11.4740, -5.0300], [-18.0310, 13.7030, -7.8360], [-14.7440, 15.0830, -1.1010], [-15.1360, 11.4980, -6.1220], [-14.4370, 12.0810, -7.6780], [-13.0230, 16.3520, -9.2840], [-13.8950, 15.0050, -1.7150], [-14.5710, 15.6910, -0.2640], [-17.7750, 14.8430, -5.0360], [-21.5540, 10.3010, -11.6570], [-23.1690, 13.7580, -4.9460], [-18.6790, 11.4000, -10.2540], [-24.6830, 13.1530, -6.6070], [-12.8940, 9.2630, -8.4990], [-17.8460, 16.1070, -6.3280], [-18.9400, 20.3850, -9.0870], [-17.4790, 14.7980, -10.8630], [-15.1680, 18.4110, -10.6590], [-19.8500, 12.4650, -3.5500], [-21.9800, 15.1900, -7.5510], [-13.1270, 15.4030, -6.3480], [-17.5240, 14.2750, -2.7170], [-22.5180, 10.6070, -10.2370], [-15.5270, 12.8430, -10.4980], [-17.2960, 10.3240, -10.8880], [-17.2430, 17.9470, -9.8130], [-17.3310, 10.3070, -7.8660], [-21.4560, 16.0360, -7.1080], [-17.4040, 14.5480, -8.1100], [-23.2510, 12.5810, -7.5200], [-16.0010, 12.8790, -12.8570], [-14.7770, 15.2280, -8.3460], [-16.0500, 12.9430, -9.5570], [-19.2920, 11.6760, -2.5390], [-13.4240, 9.5160, -5.2380], [-19.7890, 19.1590, -10.0960], [-18.0510, 15.8740, -5.2750], [-22.1390, 11.9650, -11.2140], [-14.2610, 17.8490, -10.5410], [-16.8530, 11.4720, -9.7520], [-24.3210, 13.8700, -8.1180], [-16.7660, 13.4830, -6.4610], [-16.3760, 13.2520, -2.1460], [-21.0950, 17.3060, -4.7840], [-15.6300, 15.8410, -9.8160], [-13.2610, 8.1670, -6.3270], [-17.4250, 18.4530, -9.0500], [-15.7670, 16.4600, -2.3510], [-18.4070, 16.1680, -8.9320], [-20.6830, 13.3520, -3.2720], [-13.4750, 18.5440, -10.7740], [-16.7170, 12.5090, -13.4550], [-21.2720, 14.4120, -7.8020], [-17.3470, 12.6020, -11.7180], [-16.9130, 14.5240, -11.7540], [-21.3390, 13.7760, -3.9420], [-19.0680, 16.9240, -9.2150], [-17.4770, 8.3520, -9.2110], [-13.1380, 16.0930, -4.0920], [-13.9180, 17.8900, -8.5240], [-14.8150, 9.6290, -7.9230], [-16.4320, 13.0800, -11.7200], [-20.8040, 13.4900, -2.2620], [-15.0600, 16.1160, -8.9080], [-13.8620, 9.0670, -6.0890], [-15.1870, 11.8190, -10.6500], [-17.3850, 16.5410, -4.7870], [-20.0780, 17.5430, -6.2350], [-20.4310, 11.0710, -9.9530], [-17.5500, 9.8020, -7.0270], [-21.3310, 12.6040, -8.7390], [-14.9010, 15.8030, -3.7890], [-14.3150, 17.1740, -11.3740], [-14.7830, 8.6550, -5.7310], [-16.6300, 16.9140, -2.4230], [-13.9900, 10.0110, -7.2910], [-19.4800, 19.3850, -9.0490], [-23.8450, 13.4640, -7.2170], [-17.3300, 9.7580, -9.0040], [-19.4310, 15.9720, -4.8670], [-19.5710, 18.0350, -4.6370], [-13.0230, 15.5990, -9.8680], [-16.0590, 14.0450, -3.6410], [-16.0270, 15.3790, -1.8000], [-21.7300, 11.0110, -10.8590], [-18.9330, 14.1340, -7.3980], [-13.9910, 17.1540, -9.2600], [-19.6020, 12.2280, -4.8250]],
  "atomic_forces_ev_per_a": [[-0.641, -2.109, 0.537], [0.215, -0.400, 0.764], [-0.501, 0.672, -0.390], [-0.588, -0.909, -2.891], [-1.319, -0.203, 0.057], [3.615, -3.015, 5.973], [0.100, 0.345, 0.030], [0.401, 0.140, -0.122], [-0.746, 0.271, -0.160], [-1.318, 0.002, 0.077], [-0.606, -1.887, 11.758], [-6.682, -3.475, -1.712], [0.607, -1.710, -2.749], [5.971, 3.334, 2.457], [0.547, 0.289, 1.000], [-0.996, -0.196, 1.875], [-0.096, -0.056, 0.217], [0.183, -0.480, 0.380], [-0.976, 0.184, 0.525], [-0.611, 0.549, -0.115], [8.069, -0.282, -5.448], [0.899, 0.623, -1.741], [8.776, 5.819, -4.661], [0.659, -0.072, 0.594], [0.405, -0.630, 0.176], [0.493, 0.637, 0.627], [0.371, -0.090, 0.004], [-0.674, 0.384, 0.341], [-0.079, 1.340, -3.034], [-0.130, -0.558, 0.005], [0.395, 0.305, 0.113], [-0.962, 1.212, -0.323], [0.091, 0.244, -0.418], [-9.256, -2.125, 2.609], [-0.695, 1.373, 3.879], [1.209, -0.218, 0.053], [-4.089, 2.419, -6.620], [0.004, 0.120, 0.156], [-0.396, 0.563, 0.237], [0.721, 0.008, -0.610], [-0.797, -3.610, 2.058], [0.320, 0.003, -0.426], [-0.046, -0.002, 0.321], [10.530, -3.287, 0.114], [0.992, 0.399, -1.208], [0.358, 1.288, 0.913], [0.585, 0.240, -0.289], [-0.077, 0.130, -0.448], [0.292, -0.312, 0.337], [-1.378, 1.043, -0.599], [-0.028, -0.156, 0.571], [0.501, 0.227, -0.196], [-0.239, -0.432, -0.049], [-0.597, -1.257, 0.321], [-0.026, 0.052, 0.286], [-0.655, 0.371, 0.695], [5.692, -8.502, 3.604], [-0.381, -0.359, 0.860], [1.294, -0.881, -4.242], [-1.719, 0.247, -0.560], [-0.371, -0.374, 0.047], [-0.751, -0.239, -1.711], [0.328, -0.861, -1.751], [0.783, -0.566, -1.416], [-0.354, 1.117, 5.210], [0.057, -0.109, 0.106], [0.130, 0.192, -0.150], [-0.290, 0.392, 0.261], [4.429, -3.894, -11.016], [0.682, -0.067, -0.572], [-0.276, 0.112, 0.225], [-2.303, 4.022, -4.879], [0.797, 0.737, 0.841], [-0.082, 0.428, 0.542], [1.637, -1.228, -2.469], [0.767, 0.020, -0.004], [-0.040, 0.705, -1.378], [0.632, 1.553, 0.146], [0.233, -0.004, 0.042], [0.914, -0.147, 0.564], [0.383, -0.240, 0.758], [-0.748, -0.080, 0.162], [0.308, -0.109, 0.438], [-0.070, 0.433, -0.129], [11.634, 2.650, -3.572], [-0.766, 9.657, -5.387], [0.810, -1.432, 0.622], [-4.664, 5.070, 2.729], [0.589, 0.360, -0.056], [1.792, 0.753, 0.984], [0.420, 0.094, -0.529], [-2.268, -1.790, 1.763], [-1.018, 1.647, 1.050], [0.538, -0.418, 0.335], [-1.539, 1.668, -0.154], [0.549, 7.184, 0.897], [-1.887, -0.783, -0.680], [0.579, 1.044, 1.630], [-0.698, 0.223, 0.719], [-4.473, 4.333, 7.570], [-0.278, -0.107, -0.761], [-3.822, 0.923, 0.442], [0.513, -1.243, -0.705], [1.108, 0.374, 0.478], [0.390, 0.666, 1.080], [-0.070, -0.004, 0.760], [-7.533, -3.230, 2.831], [0.186, -0.726, -0.224], [0.640, 0.002, -0.124], [1.553, -0.019, -1.055], [0.212, -0.824, -0.429], [-0.944, 0.006, -0.078], [0.851, 0.463, -0.751], [-7.355, 0.167, 5.019], [0.334, 1.201, -1.573], [0.582, 0.351, -1.036], [-1.251, -11.159, -0.614], [-2.739, 1.383, -8.073], [1.309, 1.860, 1.168], [-0.597, 0.058, -0.465], [-0.204, 0.652, 1.113], [-0.816, -7.738, 5.660], [0.404, -0.805, 1.249], [-0.253, -0.401, 0.030], [-7.330, 0.293, -0.418], [1.727, -1.819, -0.821]]
}